{"formula": "CH3F2N2P", "method": "ωB97M-V/def2-TZVPD", "lumo_ha": 0.031, "homo_energy_ev": -9.730, "de_lowest_kj_mol": 121.31, "orbital_gap_ev": 10.572, "species": ["C", "N", "N", "F", "F", "P", "H", "H", "H"], "coordinates": [[-1.7117, 0.1323, 0.7359], [-1.5596, 0.0608, -0.3777], [1.3709, 0.4175, 0.8578], [0.2009, 0.1489, -2.1111], [0.6745, -1.7409, -0.0121], [1.7111, -0.5447, -0.3216], [-1.9024, 0.2471, 1.7606], [-0.7040, 0.0066, -1.4848], [1.9203, 1.2725, 0.9529]], "nbo_charge": [0.282, -0.385, -1.265, -0.638, -0.601, 1.437, 0.246, 0.539, 0.386]}